DFT (wB97M-V/def2-TZVPD) results for C31H21N5O2S2Sn as an isolated structure.

Calculated values
HOMO level: -0.265 hartree
energy above the lowest of the compared OMol25 structures with the same formula, charge and spin: 0.0 kcal/mol
orbital gap: 7.29 eV

Last column: natural (NBO) charge in e.
Cartesian coordinates (Å):
Sn 0.67221 0.88101 -1.00056  1.222
S 3.17882 1.70989 3.08312  0.401
C 4.19082 0.60128 2.20806  -0.244
C 5.40132 0.03078 2.58630  -0.202
C 5.99408 -0.86348 1.71580  -0.211
C 5.40662 -1.16459 0.48115  -0.207
C 4.20916 -0.59470 0.10369  -0.214
C 3.58634 0.28546 0.98660  0.194
N 2.36411 0.89883 0.79092  -0.525
C 2.02291 1.65843 1.77993  0.113
C 0.74122 2.36895 1.78786  -0.070
C 0.30775 3.04346 2.92773  -0.198
C -0.92263 3.67586 2.92704  -0.226
C -1.71038 3.62790 1.78519  -0.182
C -1.27007 2.94153 0.66020  -0.237
C -0.03628 2.29884 0.62083  -0.419
H 5.86410 0.27928 3.53192  0.220
H 6.92781 -1.33526 1.99134  0.217
H 5.90553 -1.85259 -0.18827  0.218
H 3.75105 -0.79612 -0.85568  0.237
H 0.92498 3.06179 3.81943  0.208
H -1.26776 4.19582 3.81095  0.214
H -2.67500 4.12096 1.77757  0.208
H -1.91909 2.91140 -0.20720  0.196
N -2.15160 -3.27275 0.79456  -0.630
C -2.08000 -3.36472 2.19516  0.224
C -2.63577 -4.45585 2.84151  -0.253
C -2.57227 -4.56236 4.22638  -0.206
C -1.95317 -3.57403 4.96826  -0.221
C -1.40186 -2.47302 4.32017  -0.194
C -1.46274 -2.36631 2.94307  -0.254
S -0.76698 -0.94552 2.14012  0.489
N -1.05484 -1.20752 0.50566  -0.613
C -1.65776 -2.22628 0.04299  0.409
C -1.84653 -2.33905 -1.43689  0.151
C -2.10995 -3.55524 -2.06190  -0.243
C -2.26632 -3.57970 -3.43870  -0.165
C -2.13829 -2.40134 -4.15099  -0.246
C -1.86210 -1.24044 -3.44173  0.052
N -1.73764 -1.20410 -2.12328  -0.385
H -2.70679 -3.96854 0.33245  0.400
H -3.12391 -5.22878 2.25825  0.206
H -3.01263 -5.42106 4.71486  0.217
H -1.89804 -3.64881 6.04568  0.218
H -0.92333 -1.68515 4.88970  0.220
H -2.16849 -4.48424 -1.51152  0.210
H -2.47452 -4.51294 -3.94515  0.221
H -2.24982 -2.37767 -5.22595  0.225
H -1.73462 -0.29092 -3.95162  0.199
O 2.93421 2.71939 -4.05421  -0.637
C 2.08852 2.52365 -3.19772  0.748
O 2.26808 2.03992 -2.02378  -0.806
C 0.64791 2.91398 -3.52669  0.117
C 0.37736 3.75628 -4.59706  -0.209
C -0.92620 4.16479 -4.80766  -0.160
C -1.92407 3.69531 -3.96165  -0.254
C -1.57294 2.82575 -2.94767  0.038
N -0.31168 2.44845 -2.73084  -0.479
H 1.20222 4.06729 -5.22148  0.253
H -1.16593 4.84328 -5.61613  0.220
H -2.95505 3.99596 -4.08658  0.223
H -2.32003 2.40755 -2.28355  0.201

Cartesian forces (eV/Å) of the 2 atoms listed first:
0.3293 0.0279 -0.2939
-0.0396 -0.0205 -0.0483

=====

DFT (wB97M-V/def2-TZVPD) results for a 8-piece molecular cluster, C44H70F12N6O4P2 overall at a distorted geometry.

Calculated values
HOMO level: -0.441 hartree
charge: +2
orbital gap: 6.58 eV

Last column: Mulliken charge in e.
Cartesian coordinates (Å):
C 4.71977 2.66087 0.97154  -1.566
C 3.20503 2.86466 1.17708  0.302
C 2.45418 1.59588 1.49536  1.569
N 0.94443 1.76940 1.81045  0.170
C 0.63895 2.65401 3.00167  -0.911
C 0.31442 0.44822 1.99920  0.602
C -1.19260 0.77653 1.84532  -1.016
C -1.29107 1.99461 0.88118  -0.293
C 0.20079 2.40006 0.71401  0.780
H 5.07449 3.58424 0.56498  0.491
H 5.02785 1.83122 0.35992  0.225
H 5.19878 2.41931 1.98662  0.284
H 2.87042 3.23418 0.20569  -0.381
H 3.11006 3.59835 1.96801  0.405
H 2.85395 1.05536 2.35619  -0.460
H 2.42758 0.88342 0.63551  -0.379
H 1.08378 2.11252 3.84174  0.213
H -0.44891 2.62786 3.02566  0.473
H 0.99240 3.68029 2.87664  0.325
H 0.61718 0.02192 2.96876  0.518
H 0.70738 -0.31492 1.25939  -0.535
H -1.48447 1.02611 2.87241  0.293
H -1.75770 -0.09596 1.62645  0.508
H -1.95380 2.71664 1.27456  0.508
H -1.73124 1.73978 -0.09224  -0.514
H 0.35462 3.46415 0.81272  0.280
H 0.67907 2.13335 -0.28647  -0.693
C 0.20005 5.54823 -0.96045  -1.508
C -0.20218 4.47044 -1.99271  0.249
C 1.05021 3.79693 -2.52667  -0.596
N 0.94752 3.14888 -3.87186  0.812
C 2.37997 2.65380 -4.27999  -0.940
C 0.45625 4.17369 -4.93256  -0.432
C -0.78277 3.43461 -5.53776  -0.579
C -0.40919 1.97108 -5.30505  -0.921
C 0.08332 1.96543 -3.86495  0.182
H 0.98489 5.16330 -0.21588  0.159
H -0.68492 5.78479 -0.28453  0.378
H 0.71808 6.40471 -1.41833  0.450
H -0.64854 5.10797 -2.74879  0.687
H -0.97264 3.78893 -1.64698  -0.014
H 1.34429 3.00353 -1.82772  -0.264
H 1.80382 4.62512 -2.53458  0.460
H 3.02633 3.50231 -4.18799  0.447
H 2.36403 2.32990 -5.30356  0.459
H 2.62426 1.77965 -3.64231  0.038
H 1.17920 4.25576 -5.71038  0.370
H 0.25506 5.15136 -4.41791  0.373
H -1.09321 3.79094 -6.52264  0.467
H -1.70328 3.62476 -4.93618  0.249
H 0.31977 1.67616 -6.02122  0.444
H -1.20084 1.21170 -5.51527  0.395
H 0.54070 0.99720 -3.51725  -0.169
H -0.78263 2.25067 -3.22781  0.003
C 8.04589 -1.38827 4.93807  -1.115
N 7.07570 -1.98023 4.06221  0.225
C 7.13393 -1.72195 2.74982  -0.581
C 6.12417 -2.07691 1.93619  -0.429
C 5.01916 -2.73773 2.47406  0.946
C 5.12729 -3.20572 3.75660  -0.387
C 6.10801 -2.74222 4.62222  -0.344
C 3.87318 -3.14787 1.69894  0.867
C 4.01409 -3.70065 0.39191  -0.611
C 2.89092 -3.96071 -0.35408  -0.831
N 1.68786 -3.64969 0.13311  0.390
C 1.52030 -3.32250 1.41850  -1.231
C 2.60456 -3.04464 2.22583  -0.292
C 0.70288 -3.44869 -0.93018  -0.587
H 8.32219 -0.33949 4.71733  0.417
H 9.04686 -1.94793 4.95663  0.341
H 7.62413 -1.20428 5.95232  0.375
H 8.03316 -1.18579 2.42128  0.430
H 6.19233 -1.80324 0.83477  0.400
H 4.33725 -3.92658 4.10988  0.415
H 6.15721 -3.04181 5.71954  0.436
H 5.06523 -3.91056 0.09428  0.565
H 2.93632 -4.34046 -1.37987  0.432
H 0.47523 -3.25873 1.69429  0.508
H 2.35792 -2.71923 3.20587  0.560
H 0.82790 -4.20509 -1.75119  0.362
H 0.88974 -2.46949 -1.36410  0.220
H -0.34194 -3.51068 -0.37298  0.221
C -5.02455 -5.63195 -3.60201  -1.003
N -5.35001 -4.40499 -2.79874  0.106
C -6.19896 -3.50214 -3.34174  -0.399
C -6.65970 -2.48434 -2.51485  -0.637
C -6.12337 -2.27926 -1.26246  0.724
C -5.07139 -3.05960 -0.83805  0.104
C -4.71428 -4.13610 -1.64171  -0.491
C -6.49522 -1.09938 -0.47163  1.204
C -6.98486 0.11862 -1.03208  -0.452
C -7.33893 1.09471 -0.13986  -0.571
N -7.11073 0.97546 1.18651  0.112
C -6.66542 -0.15616 1.73807  -0.393
C -6.32292 -1.27227 0.90667  -0.745
C -7.07102 2.21446 2.04152  -0.928
H -4.72450 -6.39092 -2.87403  0.349
H -4.20924 -5.32314 -4.23788  0.368
H -5.89172 -5.96341 -4.13404  0.366
H -6.57522 -3.65084 -4.34453  0.466
H -7.47975 -1.85418 -2.87909  0.528
H -4.39467 -2.88661 0.05337  0.083
H -3.87993 -4.74034 -1.20705  0.496
H -6.95714 0.27416 -2.11767  0.280
H -7.79427 2.00821 -0.52691  0.462
H -6.51254 -0.08590 2.79449  0.470
H -6.10875 -2.25840 1.37834  0.490
H -6.58957 3.05294 1.53254  0.381
H -6.50189 1.93747 2.91098  0.302
H -8.03372 2.61974 2.38312  0.334
P -3.66850 0.30949 -2.75301  1.592
F -2.69204 -1.01516 -2.89787  -0.466
F -2.41948 1.15181 -2.17746  -0.556
F -3.33211 0.85855 -4.21881  -0.350
F -4.67166 1.57482 -2.49970  -0.445
F -4.89605 -0.54534 -3.38172  -0.289
F -4.03809 -0.11734 -1.27416  -0.411
P 3.42393 -0.10915 5.08863  1.527
F 3.63749 0.19299 6.63319  -0.337
F 3.00467 -1.68884 5.41567  -0.416
F 1.83987 0.34752 5.12924  -0.399
F 3.27398 -0.48950 3.47469  -0.673
F 3.81656 1.41675 4.67461  -0.390
F 4.94477 -0.61031 5.00915  -0.335
C -2.25229 -2.98067 3.39447  -1.392
C -2.46479 -2.94195 1.92364  0.727
O -1.65147 -3.45213 1.12886  -0.868
O -3.57133 -2.40140 1.63535  -0.777
H -2.66498 -2.11169 3.84739  0.381
H -1.22747 -3.04453 3.68266  0.338
H -2.85510 -3.79563 3.81538  0.316
C 3.30565 -0.88936 -2.78950  -1.374
C 2.95931 -0.12788 -1.51073  0.258
O 2.67890 1.10128 -1.65263  -0.582
O 2.89250 -0.81112 -0.45602  0.027
H 3.15312 -1.94306 -2.64888  0.161
H 4.35990 -0.83741 -3.10928  0.328
H 2.63449 -0.65933 -3.60676  0.297

Cartesian forces (eV/Å) of the 2 atoms listed first:
0.0132 -0.8705 2.5539
0.3088 -0.5699 -0.7543

=====

DFT (wB97M-V/def2-TZVPD) results for C45H47N5OP2PdSe as an isolated structure at a distorted geometry.

Calculated values
HOMO level (spin up / spin down): -0.176 / -0.176 hartree
energy above the lowest of the compared OMol25 structures with the same formula, charge and spin: 22.0 kcal/mol
orbital gap (spin up / spin down): 5.31 / 5.31 eV

Last column: Mulliken charge in e.
Cartesian coordinates (Å):
Pd 1.93362 -10.93065 18.10709  -0.623
C 4.52428 -6.37109 16.49759  -1.293
C 3.64959 -7.61592 16.40634  0.665
O 2.46929 -7.69064 16.73844  -0.502
N 4.29643 -8.70874 15.87326  0.086
C 3.57226 -9.90384 15.48525  -0.310
C 4.22279 -11.16819 15.95451  0.670
C 5.50298 -11.55159 15.49216  -0.716
C 6.10316 -12.71425 15.96215  -0.478
C 5.40944 -13.49941 16.91380  -0.763
C 4.11754 -13.08356 17.24368  -0.308
N 3.52197 -11.93704 16.82410  0.521
H 3.98374 -5.56202 15.97262  0.350
H 5.52056 -6.39316 15.99992  0.357
H 4.61531 -6.08873 17.55535  0.194
H 5.28380 -8.60396 15.58711  0.325
H 3.49079 -10.03581 14.37852  0.265
H 2.60735 -9.80115 15.99266  -0.413
H 5.97418 -10.91174 14.68591  0.318
H 7.10601 -13.02112 15.59044  0.364
H 5.78578 -14.51965 17.20116  0.365
H 3.48715 -13.72233 17.85635  0.333
C -0.65311 -10.95962 20.74276  -0.996
N 0.26128 -10.20283 21.56024  0.769
C 1.67331 -10.59041 21.61731  -1.504
P 2.53225 -9.98409 20.07570  2.045
C 2.85110 -8.30866 20.60669  0.390
C 3.55166 -8.14910 21.79723  -0.480
C 4.17593 -6.89568 22.02298  -0.922
C 3.88956 -5.80613 21.19733  -0.553
C 3.01595 -5.96753 20.13592  -0.900
C 2.46193 -7.22420 19.83090  0.298
C 4.23537 -10.61264 20.11808  0.231
C 4.56528 -11.87422 20.66791  -0.562
C 5.91649 -12.22552 20.71988  -0.543
C 6.87380 -11.42630 20.18600  -0.608
C 6.54305 -10.19946 19.62746  -0.718
C 5.21290 -9.81995 19.51461  -0.420
C -0.24316 -9.20478 22.46015  -0.331
C -0.85998 -8.03247 21.96339  0.266
C -1.48528 -7.18475 22.85058  -0.883
C -1.33597 -7.34222 24.21111  -0.353
C -0.71167 -8.46741 24.73959  -0.842
C -0.15423 -9.38792 23.85695  -0.243
P -0.17347 -10.91240 18.90987  1.636
C -1.31883 -9.71862 18.30926  0.909
C -2.71811 -9.83931 18.53929  -0.375
C -3.57038 -8.74757 18.25000  -0.832
C -3.04829 -7.55981 17.73547  -0.745
C -1.68384 -7.44898 17.43550  -0.574
C -0.82702 -8.51484 17.74371  -0.667
C -0.80036 -12.45741 18.18822  0.797
C -0.36357 -13.67916 18.75650  -0.708
C -0.72645 -14.86980 18.14435  -0.783
C -1.46467 -14.90220 17.00660  -0.751
C -1.91046 -13.72142 16.46208  -0.537
C -1.59238 -12.49698 17.03506  -0.843
H -1.65831 -10.49002 20.88211  0.497
H -0.72156 -12.01160 21.09612  0.283
H 1.80966 -11.66593 21.66454  0.421
H 2.02252 -10.08559 22.50544  0.437
H 3.77233 -8.98906 22.48837  0.245
H 4.89846 -6.82119 22.86024  0.359
H 4.35508 -4.82400 21.38933  0.360
H 2.66831 -5.08850 19.57884  0.488
H 1.73652 -7.38903 19.02286  0.420
H 3.80269 -12.58750 21.03259  0.259
H 6.09516 -13.20444 21.18297  0.367
H 7.90188 -11.78315 20.25782  0.356
H 7.32785 -9.49302 19.33570  0.383
H 4.91460 -8.88990 19.08155  0.430
H -0.88432 -7.77962 20.92000  0.549
H -2.18903 -6.40457 22.51121  0.355
H -1.68908 -6.52582 24.85589  0.351
H -0.62053 -8.51013 25.81646  0.372
H 0.30706 -10.30041 24.26757  0.383
H -3.21412 -10.80170 18.79718  0.384
H -4.63456 -8.90665 18.41282  0.431
H -3.70659 -6.71808 17.50882  0.410
H -1.27984 -6.50882 17.02704  0.429
H 0.22312 -8.37108 17.55673  0.016
H 0.35997 -13.62568 19.55885  0.307
H -0.39399 -15.76872 18.61139  0.433
H -1.67915 -15.86856 16.61249  0.413
H -2.51675 -13.72296 15.56264  0.403
H -1.73706 -11.57895 16.43644  0.491
C 0.57065 -13.01545 11.67686  -0.804
N -0.29858 -11.86726 11.65085  0.205
C -1.16232 -11.46741 10.60072  -0.501
C -1.95153 -10.47803 11.07037  -0.542
N -1.58492 -10.21983 12.40556  0.331
C -2.08758 -9.15146 13.28257  -0.838
C -0.54885 -11.08743 12.74074  -0.064
Se 0.26379 -11.23617 14.41286  -0.483
H -0.04923 -13.89915 11.92326  0.308
H 1.33496 -12.83751 12.43191  0.204
H 1.01413 -13.21815 10.70679  0.307
H -1.09112 -11.99199 9.64624  0.410
H -2.78121 -9.99160 10.64526  0.492
H -2.14204 -8.23500 12.64518  0.387
H -1.36299 -8.97995 14.05702  0.202
H -3.10780 -9.34170 13.63526  0.278

Cartesian forces (eV/Å) of the 2 atoms listed first:
0.1353 0.0096 -0.1725
-0.3138 0.6993 -0.2078

=====

DFT (wB97M-V/def2-TZVPD) results for a 6-piece molecular cluster, C2H15NO5 overall at a distorted geometry.

Calculated values
HOMO level: -0.312 hartree
energy above the lowest of the compared OMol25 structures with the same formula, charge and spin: 60.0 kcal/mol
orbital gap: 8.72 eV
structure (SMILES): C=CN.O.O.O.O.O

Last column: natural (NBO) charge in e.
Cartesian coordinates (Å):
C -1.02980 3.42509 2.44357  -0.530
C -1.28368 2.14749 2.64753  0.008
N -2.43071 1.42456 2.26589  -0.821
H -1.44962 4.08672 1.61198  0.203
H -0.21356 3.88884 2.90958  0.209
H -0.69176 1.35132 3.17525  0.180
H -3.04400 2.00278 1.72794  0.366
H -2.25091 0.43577 1.84095  0.385
O 3.40574 0.97228 -3.41206  -0.954
H 4.44613 0.88023 -3.42741  0.480
H 3.15035 1.75479 -2.87155  0.474
O 2.33610 1.65064 1.79810  -0.922
H 1.46472 1.31128 2.07222  0.473
H 2.33441 1.36220 0.90939  0.449
O -0.04250 -2.15600 -1.74931  -0.955
H -0.44745 -1.94900 -0.86208  0.484
H -0.20025 -3.07185 -1.84250  0.464
O -2.23259 -5.75295 -3.00335  -0.934
H -1.41472 -6.01925 -3.43842  0.465
H -2.86130 -5.78216 -3.75975  0.469
O 0.44175 -0.73374 0.48654  -0.923
H 1.18819 -1.17403 0.60559  0.462
H 0.82548 -0.05501 -0.12809  0.470

Cartesian forces (eV/Å) of the 2 atoms listed first:
-0.3886 1.1353 -1.8727
-0.4912 -2.9719 0.2383